{"formula": "C5H7NO", "method": "ωB97M-V with the def2-TZVPD basis set", "elements": ["C", "C", "C", "N", "C", "O", "C", "H", "H", "H", "H", "H", "H", "H"], "positions_angstrom": [[-1.93312, 0.63186, -0.22716], [-0.49525, 0.23535, -0.04465], [0.53779, 1.05064, 0.20111], [1.73329, 0.32829, 0.35173], [1.49132, -1.03549, 0.41481], [2.28304, -1.90643, 0.69863], [0.10341, -1.14131, -0.19001], [-2.17836, 0.79847, -1.28282], [-2.15187, 1.56277, 0.30972], [-2.62963, -0.12649, 0.14978], [0.55345, 2.13188, 0.25600], [2.63745, 0.72452, 0.53911], [-0.51067, -2.01713, 0.02110], [0.55915, -1.23692, -1.19738]], "forces_ev_per_angstrom": [[0.0, 0.0, -0.1], [0.3, 0.2, -0.1], [-0.2, 0.0, -0.1], [0.2, -0.1, 0.2], [0.3, 0.0, 0.0], [-0.2, 0.4, 0.0], [0.1, -0.1, -0.1], [0.0, -0.1, 0.1], [0.1, -0.2, -0.1], [0.2, 0.1, 0.0], [0.0, -0.1, 0.1], [0.0, 0.0, 0.2], [0.3, 0.1, 0.2], [-0.9, -0.1, -0.3]], "nbo_charge": [-0.630, -0.051, -0.030, -0.629, 0.685, -0.592, -0.534, 0.217, 0.222, 0.219, 0.212, 0.414, 0.244, 0.253], "total_charge": 0, "largest_force_ha_per_bohr": 0.0192, "e_above_lowest_kcal_mol": 9.2, "gap_ev": 9.2, "e_lumo_ev": 0.81, "smiles": "CC1=CNC(=O)C1"}



{"formula": "C5H7NO", "method": "ωB97M-V with the def2-TZVPD basis set", "elements": ["C", "N", "C", "C", "C", "C", "O", "H", "H", "H", "H", "H", "H", "H"], "positions_angstrom": [[0.87386, -0.83550, 1.42205], [-0.43890, -1.43071, 1.12610], [0.04197, -0.36213, 0.30640], [-0.68008, 0.92542, -0.08598], [0.26977, 1.14147, -1.27758], [-0.09065, -0.34692, -1.21113], [-1.50033, 0.08442, -0.98354], [0.95838, -0.18233, 2.29007], [1.71938, -1.50196, 1.26964], [-1.17115, -1.13035, 1.76269], [-1.16056, 1.67322, 0.55033], [1.29801, 1.48282, -1.13784], [-0.24191, 1.62985, -2.11010], [0.12222, -1.14730, -1.92109]], "forces_ev_per_angstrom": [[0.3, 0.1, 0.1], [-0.2, 0.0, 0.1], [0.1, 0.0, 0.0], [-0.2, 0.3, 0.3], [0.2, 0.1, 0.0], [0.1, -0.4, -0.3], [-0.1, -0.1, -0.2], [0.0, -0.1, -0.2], [-0.1, 0.1, 0.0], [0.1, 0.0, 0.0], [-0.1, -0.2, -0.2], [-0.1, -0.2, 0.2], [0.2, 0.1, 0.1], [-0.2, 0.1, 0.1]], "nbo_charge": [-0.260, -0.576, 0.045, 0.064, -0.414, 0.077, -0.512, 0.195, 0.204, 0.356, 0.196, 0.202, 0.220, 0.203], "total_charge": 0, "largest_force_ha_per_bohr": 0.0098, "e_above_lowest_kcal_mol": 104.2, "gap_ev": 10.5, "e_lumo_ev": 1.03}



{"formula": "C5H7NO", "method": "ωB97M-V with the def2-TZVPD basis set", "elements": ["C", "C", "C", "O", "C", "C", "N", "H", "H", "H", "H", "H", "H", "H"], "positions_angstrom": [[0.63905, -1.57611, -0.66573], [0.49269, -0.09741, -0.44567], [1.07052, 0.91723, -1.28888], [0.53761, 2.08384, -0.78268], [-0.38966, 1.83333, 0.18740], [-0.46427, 0.51618, 0.46649], [-1.18608, -0.18052, 1.44234], [1.45643, -1.77121, -1.36500], [-0.28071, -1.97392, -1.10931], [0.82598, -2.11061, 0.27118], [1.68578, 0.34696, -0.26544], [-0.89280, 2.69627, 0.60396], [-1.56609, -1.05304, 1.09525], [-1.92846, 0.36903, 1.85611]], "forces_ev_per_angstrom": [[0.0, 0.0, 0.0], [-0.1, -0.1, -0.1], [-0.2, -0.1, 0.2], [0.0, 0.0, -0.1], [-0.1, -0.1, 0.1], [0.2, 0.3, -0.2], [-0.2, 0.0, 0.0], [-0.1, 0.0, 0.1], [0.1, 0.1, 0.1], [0.0, 0.1, -0.1], [0.1, 0.0, 0.1], [0.1, -0.1, -0.1], [0.1, 0.1, 0.1], [0.1, -0.1, 0.0]], "nbo_charge": [-0.629, -0.207, 0.014, -0.441, 0.069, 0.047, -0.800, 0.243, 0.225, 0.220, 0.305, 0.202, 0.374, 0.379], "total_charge": 0, "largest_force_ha_per_bohr": 0.0069, "e_above_lowest_kcal_mol": 84.3, "gap_ev": 9.3, "e_lumo_ev": 0.74}



{"formula": "C5H7NO", "method": "ωB97M-V with the def2-TZVPD basis set", "elements": ["C", "C", "C", "C", "C", "N", "O", "H", "H", "H", "H", "H", "H", "H"], "positions_angstrom": [[-0.33330, 1.60230, 0.10952], [0.11253, 0.33581, -0.07801], [-0.11764, 1.03424, -1.26640], [0.10171, -1.03266, 2.12295], [0.05311, -0.96948, 0.56435], [-0.19351, 1.40533, -2.45640], [0.05238, 0.46472, -3.52328], [-0.70344, 2.48606, 0.61885], [-0.79046, -1.55833, 2.47924], [0.22146, -0.10658, 2.77901], [0.95832, -1.70756, 2.47059], [-0.73743, -1.58382, 0.18947], [1.00266, -1.44208, 0.28958], [0.37360, 1.07203, -4.29948]], "forces_ev_per_angstrom": [[1.1, -1.5, -2.5], [-2.4, 1.1, 1.7], [0.1, 1.3, 0.7], [0.7, -0.5, 1.5], [2.7, -0.4, 1.6], [-0.3, 1.0, -1.6], [1.1, 1.2, -1.0], [0.2, -0.5, 0.2], [0.0, 0.3, 0.1], [-0.3, -0.8, -1.5], [-1.0, 0.9, -0.7], [-0.6, -0.1, -0.4], [-0.3, -0.4, -0.4], [-1.1, -1.5, 2.4]], "nbo_charge": [-0.143, 0.028, 0.188, -0.618, -0.468, -0.239, -0.594, 0.246, 0.215, 0.223, 0.214, 0.244, 0.231, 0.473], "total_charge": 0, "largest_force_ha_per_bohr": 0.0617, "e_above_lowest_kcal_mol": 125.6, "gap_ev": 9.3, "e_lumo_ev": 0.82, "smiles": "CCc1c/c1=N/O"}



{"formula": "C5H7NO", "method": "ωB97M-V with the def2-TZVPD basis set", "elements": ["C", "C", "C", "C", "N", "C", "O", "H", "H", "H", "H", "H", "H", "H"], "positions_angstrom": [[-1.83064, 0.13644, 0.22772], [-0.44794, 0.19845, -0.41721], [0.56466, 1.14259, 0.18208], [1.72012, 0.49101, 0.33520], [1.60310, -0.84781, -0.07680], [0.29746, -1.14357, -0.41634], [-0.14289, -2.24216, -0.67724], [-2.42845, 1.00418, -0.06918], [-1.76281, 0.12385, 1.31998], [-2.35005, -0.77024, -0.09747], [-0.57668, 0.43768, -1.48448], [0.37984, 2.17987, 0.42865], [2.66920, 0.85189, 0.71189], [2.30509, -1.56216, 0.03320]], "forces_ev_per_angstrom": [[0.0, 0.0, 0.0], [0.0, 0.0, 0.0], [0.2, -0.1, 0.0], [-0.1, 0.1, 0.0], [-0.1, -0.1, 0.0], [-0.1, -0.1, -0.1], [0.2, 0.3, 0.1], [0.1, -0.1, 0.1], [0.0, 0.0, -0.1], [0.1, 0.1, 0.0], [0.0, 0.0, 0.1], [0.1, -0.1, -0.1], [-0.2, 0.0, -0.1], [-0.1, 0.1, 0.0]], "nbo_charge": [-0.596, -0.355, -0.259, -0.013, -0.627, 0.688, -0.592, 0.211, 0.211, 0.233, 0.243, 0.224, 0.216, 0.416], "total_charge": 0, "largest_force_ha_per_bohr": 0.0073, "e_above_lowest_kcal_mol": 2.4, "gap_ev": 9.6, "e_lumo_ev": 0.94, "smiles": "C[C@H]1C=CNC1=O"}



{"formula": "C5H7NO", "method": "ωB97M-V with the def2-TZVPD basis set", "elements": ["C", "C", "C", "C", "O", "C", "N", "H", "H", "H", "H", "H", "H", "H"], "positions_angstrom": [[-1.86483, -0.00038, -0.31384], [-0.58559, -0.64979, 0.28382], [0.84146, 0.07173, -0.08870], [2.07773, -0.10370, 0.71930], [1.90993, -0.74959, -0.53032], [0.53771, 1.26211, -0.87072], [-0.19383, 2.00408, -1.37825], [-1.55289, 0.91156, -0.84640], [-2.59094, 0.34901, 0.43084], [-2.38578, -0.60637, -1.06700], [-0.63861, -0.68004, 1.38182], [-0.44324, -1.66963, -0.08997], [2.91368, 0.60449, 0.77135], [1.97521, -0.74347, 1.59808]], "forces_ev_per_angstrom": [[0.3, 0.4, -0.2], [0.9, 0.4, -0.2], [-0.9, -0.3, 0.3], [-0.2, 0.0, 0.2], [-0.4, -0.2, -0.1], [-0.6, 0.5, -0.2], [1.7, 0.2, 0.0], [-0.7, -0.6, 0.3], [0.3, -0.4, 0.0], [0.3, -0.1, 0.4], [0.1, 0.0, -0.4], [-0.1, 0.2, 0.2], [-0.6, 0.0, -0.1], [0.0, 0.0, -0.2]], "nbo_charge": [-0.646, -0.406, 0.118, -0.083, -0.457, 0.272, -0.315, 0.245, 0.216, 0.218, 0.218, 0.233, 0.200, 0.187], "total_charge": 0, "largest_force_ha_per_bohr": 0.0326, "e_above_lowest_kcal_mol": 61.7, "gap_ev": 11.9, "e_lumo_ev": 0.85, "smiles": "CC[C@@]1(C#N)CO1"}



{"formula": "C5H7NO", "method": "ωB97M-V with the def2-TZVPD basis set", "elements": ["C", "N", "C", "C", "C", "C", "O", "H", "H", "H", "H", "H", "H", "H"], "positions_angstrom": [[1.79481, 0.25573, -0.06408], [0.37435, 0.16240, -0.32311], [-0.35741, 0.80821, -1.20403], [-1.80480, 0.59523, -1.16043], [-1.86068, -0.29771, -0.12592], [-0.52615, -0.72638, 0.43718], [-0.30021, -0.68007, 1.81161], [2.32635, -0.62436, -0.43936], [1.94620, 0.32852, 1.01646], [2.19047, 1.15153, -0.54800], [0.17612, 1.45723, -1.90403], [-0.29080, -1.74715, 0.11204], [-2.76203, -0.75995, 0.27893], [-0.87891, -0.00018, 2.18114]], "forces_ev_per_angstrom": [[0.1, 0.0, 0.0], [-0.3, 0.1, -0.2], [0.3, 0.1, 0.1], [0.2, -0.3, 0.3], [-0.2, 0.0, 0.0], [0.0, -0.1, -0.3], [-0.2, 0.2, 0.1], [-0.1, 0.1, 0.1], [0.0, 0.0, -0.2], [-0.1, -0.1, 0.1], [-0.1, -0.1, 0.1], [0.0, 0.0, 0.0], [0.2, 0.0, -0.1], [0.1, 0.0, 0.0]], "nbo_charge": [-0.415, -0.337, 0.194, -0.382, -0.278, 0.175, -0.694, 0.211, 0.230, 0.217, 0.192, 0.199, 0.204, 0.484], "total_charge": 0, "largest_force_ha_per_bohr": 0.0097, "e_above_lowest_kcal_mol": 85.8, "gap_ev": 7.4, "e_lumo_ev": -0.13, "smiles": "CN1C=C=C[C@@H]1O"}



{"formula": "C5H7NO", "method": "ωB97M-V with the def2-TZVPD basis set", "elements": ["O", "C", "N", "C", "C", "C", "C", "H", "H", "H", "H", "H", "H", "H"], "positions_angstrom": [[1.21903, -0.69918, 0.92039], [0.53999, -0.00510, 1.84887], [-0.06438, 1.07773, 1.61097], [1.21672, -0.18696, -0.41601], [0.03991, -0.73422, -1.23527], [-1.21293, 0.02664, -1.16504], [-2.25015, 0.63714, -1.18156], [0.60902, -0.53205, 2.80585], [-0.51916, 1.42257, 2.45190], [2.14961, -0.55793, -0.84959], [1.22254, 0.90657, -0.40279], [0.35095, -0.77511, -2.28765], [-0.13829, -1.77168, -0.92325], [-3.16287, 1.19159, -1.17682]], "forces_ev_per_angstrom": [[-0.1, 0.0, 0.0], [-0.1, 0.2, 0.1], [0.2, -0.3, 0.2], [0.0, 0.1, -0.2], [0.0, 0.0, 0.0], [-0.4, 0.2, -0.1], [0.4, -0.2, 0.0], [0.0, 0.1, -0.1], [0.1, 0.0, -0.1], [-0.2, 0.1, 0.1], [0.0, -0.2, 0.0], [0.0, 0.0, 0.2], [0.0, 0.2, -0.1], [0.2, -0.1, 0.0]], "nbo_charge": [-0.505, 0.409, -0.716, -0.072, -0.511, 0.014, -0.253, 0.153, 0.355, 0.193, 0.216, 0.238, 0.241, 0.236], "total_charge": 0, "largest_force_ha_per_bohr": 0.0096, "e_above_lowest_kcal_mol": 59.7, "gap_ev": 10.5, "e_lumo_ev": 0.98, "smiles": "[H]/N=C/OCCC#C"}



| no. | E_tot (eV) |
| --- | --- |
| 1 | -8835.8057 |
| 2 | -8831.6854 |
| 3 | -8832.5477 |
| 4 | -8830.7549 |
| 5 | -8836.0995 |
| 6 | -8833.5272 |
| 7 | -8832.4805 |
| 8 | -8833.6143 |